Formula: C3H14N2O2S
Source: the Open Molecules 2025 dataset
Level of theory: wB97M-V/def2-TZVPD

XYZ file:
```
22
Properties=species:S:1:pos:R:3:forces:R:3
S -3.026452 1.076941 0.211044 -0.21 0.95 -0.25
O 2.626544 0.834446 1.505274 -3.28 -0.51 0.36
O 1.845248 -2.176206 3.017188 1.15 1.82 -0.17
N 1.128620 -1.796830 -0.663016 0.27 0.13 -2.65
N 0.609507 0.399072 -1.768053 -0.19 -0.86 -0.17
C -0.827824 0.627925 -1.628448 0.91 4.09 0.82
C -1.235356 1.162887 -0.147116 -0.49 1.93 -0.90
C 1.009150 -0.987691 -1.910900 0.57 0.02 2.03
H -0.955046 1.606967 -2.325970 -0.86 -2.57 1.29
H 3.505800 1.049225 1.414726 3.26 0.63 -0.35
H 1.598079 -1.323119 0.060690 0.26 0.46 1.11
H -0.696778 0.758761 0.670538 0.67 -1.12 0.50
H 0.385701 -1.567679 -2.559303 -0.82 0.12 -0.47
H 1.270680 0.959602 -1.199735 -1.03 -0.61 -0.47
H -1.411921 -0.273035 -1.891170 0.28 0.76 -0.06
H 0.267409 -2.228215 -0.440858 -0.67 -0.21 0.74
H 0.890618 -2.186882 2.984209 -0.29 0.23 -0.03
H 1.944335 -0.958433 -2.410398 1.21 -0.15 -0.24
H 2.189354 1.677679 1.680083 -0.03 -0.21 0.01
H 2.139093 -1.214643 2.904163 -0.85 -1.95 0.13
H -1.045038 2.327528 0.073721 -0.33 -2.37 -1.23
H -3.276094 -0.159162 0.619174 0.50 -0.56 0.00
```
Positions in Å, forces in eV/Å.

Values from the calculation:
- highest occupied orbital energy (eV) = -8.3
- max |F| (eV Å⁻¹) = 4.3
- energy relative to the best compared isomer or geometry (same formula, charge and spin) (eV) = 1.435